Record 1
This record from OMol25 describes a cluster of 2 separate species, C4H11NO in total in a non-equilibrium geometry. The level of theory is the ωB97M-V functional and the def2-TZVPD basis.

Each line ends with the Mulliken charge.
Cartesian coordinates (Å):
1 O 1.47622 2.62723 3.74695  -0.64
2 H 0.30690 2.06090 0.17303  0.27
3 H -2.16014 -0.09403 -1.16731  0.41
4 H 0.91089 -2.30852 -2.03553  0.34
5 N -0.50614 1.45896 0.14491  -0.62
6 H -1.28851 -0.40782 -2.71830  0.27
7 H 1.22521 1.72209 3.58693  0.32
8 C 0.73123 -1.98376 -1.00965  -1.32
9 H 1.71525 -1.74811 -0.61359  0.39
10 H 0.24182 -2.79254 -0.45834  0.28
11 C -1.45884 -0.73863 -1.69656  -1.29
12 H 0.89841 2.89575 4.47291  0.32
13 H -0.99491 1.72471 -0.70477  0.23
14 H 0.89828 -0.03363 0.72985  0.27
15 C -0.15997 -0.75777 -0.86998  0.78
16 H -1.85579 -1.75667 -1.69162  0.33
17 C 0.02011 0.13186 0.11108  -0.35

Computed properties:
LUMO energy ... 0.861 eV
Frontier orbital gap ... 0.3255 Ha
HOMO energy ... -8.0 eV
Energy ... -288.96208 Eh
ΔE to the lowest compared entry with this formula, charge and spin ... 144.2 kJ/mol

=====

Record 2
This record from OMol25 describes a cluster of 2 separate species, C4H11NO in total in a non-equilibrium geometry. The level of theory is the ωB97M-V functional and the def2-TZVPD basis.

Each line ends with the Mulliken charge.
Cartesian coordinates (Å):
1 C -0.65455 1.74929 -1.50851  -0.72
2 H 0.27700 -3.21227 -1.06084  0.22
3 H -1.40767 0.78257 -1.62018  0.17
4 C 0.67817 -0.96040 1.49906  -0.94
5 H -0.85182 2.38192 -2.37799  0.32
6 C -0.68821 2.30621 -0.13127  -0.61
7 C 1.05901 -1.89397 0.30901  0.76
8 O 2.19457 -2.07546 -0.07527  -0.59
9 H 0.04275 -1.55033 2.14132  0.32
10 H -0.75774 -2.88347 0.29982  0.19
11 H 0.28675 1.16871 -1.76544  0.23
12 H -1.63887 2.38201 0.44332  0.27
13 H -0.04373 1.80639 0.64216  0.13
14 H -0.32682 3.42270 -0.18426  0.23
15 H 0.10726 -0.04234 1.54675  0.22
16 H 1.63296 -0.72411 2.08799  0.23
17 N 0.09095 -2.65746 -0.24566  -0.42

Computed properties:
LUMO energy ... 0.796 eV
Frontier orbital gap ... 0.3900 Ha
HOMO energy ... -9.8 eV
Energy ... -288.96736 Eh
ΔE to the lowest compared entry with this formula, charge and spin ... 130.4 kJ/mol

=====

Record 3
This record from OMol25 describes an isolated molecule of C4H11NO in a non-equilibrium geometry. The level of theory is the ωB97M-V functional and the def2-TZVPD basis.

Each line ends with the Mulliken charge.
Cartesian coordinates (Å):
1 C 0.58963 0.11314 1.50603  -0.47
2 O 1.57892 1.19023 1.77259  -0.52
3 H -0.20611 0.62142 -2.17621  0.31
4 H 1.25489 -0.33339 -2.82781  0.33
5 H -1.52195 0.35276 1.56266  0.38
6 C -0.82295 0.39999 0.75035  -0.52
7 H -1.10570 1.49294 0.55972  0.36
8 C -1.19167 -0.71319 -0.23798  -0.58
9 C 0.67766 0.10093 -1.93633  -0.82
10 H 0.60919 -0.44478 2.55426  0.32
11 H 1.26500 1.86843 2.34234  0.27
12 H -2.11933 -0.39975 -0.75605  0.29
13 H -1.62194 -1.55315 0.37532  0.35
14 N 0.01873 -1.06722 -1.09175  -0.46
15 H 1.44589 0.70535 -1.41020  0.21
16 H -0.05208 -1.77517 -1.80127  0.28
17 H 1.20182 -0.55854 0.81433  0.28

Computed properties:
LUMO energy ... 1.071 eV
Frontier orbital gap ... 0.3585 Ha
HOMO energy ... -8.7 eV
Energy ... -288.89914 Eh
ΔE to the lowest compared entry with this formula, charge and spin ... 309.5 kJ/mol

=====

Record 4
This record from OMol25 describes an isolated molecule of C4H11NO in a non-equilibrium geometry. The level of theory is the ωB97M-V functional and the def2-TZVPD basis.

Each line ends with the Mulliken charge.
Cartesian coordinates (Å):
1 H -2.78461 -0.38921 -1.12143  0.33
2 H 1.84500 -1.77637 -0.56964  0.34
3 N 0.99372 0.34452 -0.02355  -0.42
4 H -0.74753 0.99223 -1.63286  0.35
5 C 1.81777 -0.49111 0.82237  -0.41
6 H 1.46025 -0.51717 1.85472  0.31
7 H -3.27758 1.23492 -1.51439  0.36
8 C -1.26807 1.09803 -0.68431  -0.37
9 C -0.43545 0.31351 0.34598  -0.55
10 H -0.73711 -0.73475 0.36989  0.40
11 H 2.83763 -0.10053 0.81572  0.33
12 H 1.30549 1.30544 0.06842  0.23
13 O 1.73505 -1.83330 0.38997  -0.53
14 H -0.55855 0.76095 1.32957  0.30
15 C -2.69182 0.65202 -0.80759  -1.27
16 H -3.26090 0.68776 0.11970  0.33
17 H -1.06524 2.15417 -0.47521  0.29

Computed properties:
LUMO energy ... 1.082 eV
Frontier orbital gap ... 0.3860 Ha
HOMO energy ... -9.4 eV
Energy ... -288.98050 Eh
ΔE to the lowest compared entry with this formula, charge and spin ... 95.9 kJ/mol

=====

Record 5
This record from OMol25 describes a cluster of 2 separate species, C4H11NO in total in a non-equilibrium geometry. The level of theory is the ωB97M-V functional and the def2-TZVPD basis.

Each line ends with the Mulliken charge.
Cartesian coordinates (Å):
1 C -0.92566 -1.13049 1.42249  0.65
2 C -1.58925 0.07228 2.09225  -0.98
3 H -0.52702 0.62877 -2.18726  0.24
4 C 0.33027 1.23412 -1.88619  -0.67
5 H 0.25898 2.19627 -2.37144  0.35
6 H -0.92023 0.91712 1.98480  0.28
7 H -1.81442 0.12403 3.20795  0.34
8 H 1.82461 -0.34150 -1.45247  0.24
9 H 2.42342 1.10879 -2.21163  0.25
10 H 0.65343 -2.32114 1.24936  0.26
11 H 0.21389 1.32530 -0.79194  0.09
12 H -2.54138 0.19640 1.58711  0.28
13 H 1.45466 0.02644 -3.21557  0.26
14 H 0.77962 -1.07099 2.41675  0.25
15 C 1.56795 0.40228 -2.21153  -0.77
16 O -1.38748 -1.60617 0.40904  -0.56
17 N 0.19859 -1.76149 1.95827  -0.51

Computed properties:
LUMO energy ... 0.783 eV
Frontier orbital gap ... 0.3933 Ha
HOMO energy ... -9.9 eV
Energy ... -288.99648 Eh
ΔE to the lowest compared entry with this formula, charge and spin ... 53.9 kJ/mol

=====

Record 6
This record from OMol25 describes an isolated molecule of C4H11NO in a non-equilibrium geometry. The level of theory is the ωB97M-V functional and the def2-TZVPD basis.

Each line ends with the Mulliken charge.
Cartesian coordinates (Å):
1 H -0.35502 -1.73365 -0.34732  0.35
2 H 0.35514 2.12353 0.01410  0.39
3 H -1.93922 0.28552 -0.72295  0.32
4 C 1.02530 0.13073 0.88579  -0.82
5 C 0.05279 0.30710 -0.07171  1.47
6 C -1.40736 0.21129 0.32080  -1.12
7 O 0.68206 -1.27040 1.46753  -0.58
8 N -0.03368 1.55000 -0.78746  -0.73
9 H 0.62216 0.73554 1.91249  0.32
10 H -1.46947 1.27299 0.79865  0.38
11 H 0.85183 -2.08443 0.73060  0.33
12 C 0.07659 -0.84988 -0.99459  -1.89
13 H 1.00040 -1.12478 -1.38156  0.48
14 H -1.79474 -0.56739 1.09417  0.21
15 H -0.58595 -0.87059 -1.92741  0.33
16 H 2.11238 0.11721 0.50882  0.27
17 H 0.80678 1.76721 -1.49994  0.28

Computed properties:
LUMO energy ... 0.784 eV
Frontier orbital gap ... 0.3942 Ha
HOMO energy ... -9.9 eV
Energy ... -288.84609 Eh
ΔE to the lowest compared entry with this formula, charge and spin ... 448.8 kJ/mol

=====

Record 7
This record from OMol25 describes an isolated molecule of C4H11NO in a non-equilibrium geometry. The level of theory is the ωB97M-V functional and the def2-TZVPD basis.

Each line ends with the Mulliken charge.
Cartesian coordinates (Å):
1 H -1.53626 1.86760 1.74484  0.36
2 C -0.13957 0.25286 1.37979  -0.88
3 N 0.22601 -1.15376 -0.76369  -0.53
4 H -0.56693 -1.02660 0.05111  0.28
5 H -0.68408 -0.55054 1.88466  0.38
6 H -0.74494 0.38583 -1.92228  0.25
7 H 1.41307 0.51931 -0.25419  0.35
8 C -0.11410 -0.50838 -2.01954  -0.77
9 H -0.48096 2.13401 0.36485  0.28
10 H 0.56850 0.62493 2.12013  0.37
11 H -1.82223 0.99846 0.23065  0.27
12 H 1.96819 -1.97016 0.41349  0.30
13 C -1.05003 1.37434 0.90242  -0.97
14 H -0.65435 -1.22512 -2.63728  0.29
15 H 0.79961 -0.21891 -2.54699  0.34
16 O 1.87311 -1.12619 0.87635  -0.53
17 C 0.94494 -0.37767 0.17567  0.20

Computed properties:
LUMO energy ... 1.122 eV
Frontier orbital gap ... 0.3748 Ha
HOMO energy ... -9.1 eV
Energy ... -288.92735 Eh
ΔE to the lowest compared entry with this formula, charge and spin ... 235.4 kJ/mol

=====

Record 8
This record from OMol25 describes a cluster of 2 separate species, C4H11NO in total in a non-equilibrium geometry. The level of theory is the ωB97M-V functional and the def2-TZVPD basis.

Each line ends with the Mulliken charge.
Cartesian coordinates (Å):
1 C -2.28160 -0.86762 -0.30890  -0.73
2 H -0.08959 -0.65444 1.12454  0.29
3 H -0.07915 1.99762 -0.41778  0.47
4 H -3.22700 -0.81339 -0.75596  0.27
5 H -2.55795 1.08052 0.56302  0.41
6 H -0.58034 0.86356 1.91104  0.31
7 H 0.21153 0.46079 -1.03671  0.35
8 H 1.45951 -2.04987 -0.24625  0.35
9 N 1.67739 1.17489 0.35671  -0.11
10 C -1.95551 0.23757 0.45227  -0.31
11 H 2.18991 1.74459 -0.32428  0.38
12 H 2.21774 0.29354 0.26830  0.34
13 C -0.54581 0.31750 0.94961  -0.50
14 H 2.69033 -1.71148 -1.38470  0.34
15 O 2.21788 -1.43345 -0.54575  -0.69
16 C 0.29314 1.01530 -0.07930  -0.45
17 H -1.64049 -1.65563 -0.52587  0.27

Computed properties:
LUMO energy (alpha / beta) ... -3.350 / -8.786 eV
Spin multiplicity ... 2
Frontier orbital gap (alpha / beta) ... 0.3755 / 0.1754 Ha
HOMO energy (alpha / beta) ... -13.6 / -13.6 eV
Total charge ... +1
Energy ... -288.61508 Eh
ΔE to the lowest compared entry with this formula, charge and spin ... 263.0 kJ/mol

=====

Record 9
This record from OMol25 describes a cluster of 2 separate species, C4H11NO2 in total in a non-equilibrium geometry. The level of theory is the ωB97M-V functional and the def2-TZVPD basis.

Each line ends with the Mulliken charge.
Cartesian coordinates (Å):
1 C -0.04641 1.62787 0.73236  -1.69
2 O 0.60567 -0.88563 2.23029  -0.87
3 H 1.90111 0.83466 0.64156  0.19
4 C 0.89110 0.51497 0.28160  1.02
5 H -0.05544 1.69188 1.81267  0.29
6 H 1.66886 -0.38570 -1.50980  0.35
7 N 0.29053 -1.92478 0.18921  -0.29
8 H 0.53523 -2.03694 -0.78154  0.10
9 H -1.95816 -0.68637 -0.06962  0.39
10 C 1.00140 0.44157 -1.24170  -1.65
11 H -0.12620 -2.66929 0.70526  0.20
12 H 0.30275 2.58266 0.32318  0.64
13 O -2.55518 -0.54470 -0.82223  -0.69
14 H -1.05382 1.46553 0.35204  0.17
15 H 1.32009 1.40906 -1.64001  0.55
16 H -3.40999 -0.83837 -0.48841  0.27
17 C 0.66855 -0.79623 0.96452  -0.18
18 H 0.01991 0.19980 -1.67938  0.22

Computed properties:
LUMO energy (alpha / beta) ... 3.712 / 3.630 eV
Spin multiplicity ... 2
Frontier orbital gap (alpha / beta) ... 0.0857 / 0.2748 Ha
HOMO energy (alpha / beta) ... 1.4 / -3.8 eV
Total charge ... -1
Energy ... -364.19760 Eh
ΔE to the lowest compared entry with this formula, charge and spin ... 107.8 kJ/mol

=====

Record 10
This record from OMol25 describes an isolated molecule of C4H11NO2. The level of theory is the ωB97M-V functional and the def2-TZVPD basis.

Each line ends with the Mulliken charge.
Cartesian coordinates (Å):
1 C 1.27159 0.97584 1.54124  -0.61
2 C -1.09187 -1.23307 -0.60921  -0.75
3 H 0.98988 -0.80680 -0.65847  0.33
4 H 2.24642 0.52989 1.32029  0.29
5 H 0.42965 0.83259 -2.08291  0.25
6 N -0.05400 0.94792 -1.19678  -0.64
7 H -2.02776 -0.64865 -0.56558  0.33
8 H 1.19337 1.19236 2.60787  0.33
9 O 1.15448 2.26026 0.94799  -0.58
10 H -1.01710 1.06101 -1.50255  0.25
11 H -0.77001 0.32061 1.50781  0.34
12 O -0.94776 -1.85644 -1.86829  -0.51
13 H 0.40710 -0.98114 1.59302  0.36
14 H -1.68883 -2.46285 -1.99513  0.31
15 C 0.19802 -0.01853 1.11243  -0.89
16 C 0.06827 -0.28151 -0.39883  0.36
17 H 0.80824 2.13633 0.04860  0.43
18 H -1.16968 -1.96782 0.19849  0.41

Computed properties:
LUMO energy ... 0.678 eV
Frontier orbital gap ... 0.3794 Ha
HOMO energy ... -9.6 eV
Energy ... -364.22478 Eh
ΔE to the lowest compared entry with this formula, charge and spin ... 113.9 kJ/mol

=====

- What is the formula in the second record?
  C4H11NO

=====

- Which value of energy does entry 2 give?
  -288.96736 Eh

=====

- The highest ΔE to the lowest compared entry with this formula, charge and spin belongs to which entry?
  number 6

=====

- energy of number 1 (C4H11NO)?
  -288.96208 Eh